DFT (ωB97M-V/def2-TZVPD) results for a structure of composition C28H22F3N3O5OsPS3.

Each line ends with the natural charge from an NBO analysis.
Geometry (Å):
1 Os 1.72972 -0.21760 0.27780  0.863
2 C -2.97193 2.54636 3.76192  -0.589
3 S 0.82271 2.98713 3.56520  0.196
4 C 1.16633 2.13370 2.25380  -0.189
5 S 1.71748 0.42504 2.37901  0.255
6 N 0.99040 2.61011 0.93361  -0.346
7 N 1.75644 1.80459 0.05263  -0.226
8 C 2.69007 2.37815 -0.60273  0.160
9 C 3.61053 1.46140 -1.24354  0.148
10 C 4.63118 1.84171 -2.08084  -0.176
11 C 5.44148 0.85268 -2.62955  -0.107
12 C 5.20292 -0.46763 -2.30571  -0.208
13 C 4.16165 -0.79055 -1.44507  0.104
14 N 3.39108 0.16130 -0.91642  -0.430
15 H -3.46933 3.42585 4.16943  0.229
16 H -3.54197 1.66607 4.06000  0.221
17 H -1.97714 2.47867 4.20326  0.214
18 H 2.81326 3.45414 -0.58883  0.241
19 H 4.77392 2.88741 -2.31367  0.245
20 H 6.24109 1.11799 -3.30733  0.246
21 H 5.80184 -1.26730 -2.71646  0.255
22 H 3.92188 -1.81111 -1.16653  0.290
23 O 1.27139 -1.52603 -3.92649  -0.912
24 S 1.00600 -0.60874 -2.86751  2.429
25 O 1.27470 -1.27262 -1.52288  -0.971
26 O 1.60749 0.70473 -2.92987  -0.992
27 C -0.73006 -0.30505 -2.80554  -0.309
28 C -1.42893 -0.30813 -4.00198  -0.167
29 C -2.77701 0.01233 -4.01074  -0.162
30 C -3.41798 0.33926 -2.82529  -0.209
31 C -2.71584 0.33793 -1.63110  -0.119
32 C -1.35812 0.01345 -1.60505  -0.417
33 P -0.61879 -0.09678 0.05348  1.358
34 C -1.37443 -1.52871 0.82974  -0.458
35 C -2.01031 -2.48893 0.04715  -0.103
36 C -2.54540 -3.61862 0.64826  -0.213
37 C -2.44215 -3.79168 2.01864  -0.158
38 C -1.79585 -2.83966 2.79960  -0.188
39 C -1.25235 -1.71557 2.20837  -0.174
40 C -1.20356 1.41121 0.84835  -0.423
41 C -2.26493 1.41471 1.65270  -0.053
42 C -2.88135 2.64549 2.23146  -0.314
43 C -2.18096 3.89234 1.79177  -0.128
44 C -1.09873 3.91117 1.02945  -0.195
45 C -0.45826 2.67589 0.48283  -0.116
46 H -0.90855 -0.57463 -4.91197  0.257
47 H -3.32657 0.00368 -4.94219  0.237
48 H -4.47045 0.58818 -2.82501  0.234
49 H -3.23612 0.57536 -0.71283  0.216
50 H -2.08551 -2.36725 -1.02519  0.221
51 H -3.03278 -4.36755 0.03922  0.233
52 H -2.85307 -4.67833 2.48260  0.232
53 H -1.69982 -2.98543 3.86688  0.231
54 H -0.72402 -0.99187 2.81754  0.223
55 H -2.75156 0.47522 1.89957  0.230
56 H -3.91238 2.68219 1.85408  0.242
57 H -2.59424 4.82927 2.14796  0.228
58 H -0.61953 4.84602 0.76694  0.231
59 H -0.37041 2.76243 -0.60552  0.238
60 F 2.40468 -5.54870 0.97343  -0.295
61 C 1.62160 -4.48790 1.09925  0.893
62 F 1.26242 -4.37797 2.38520  -0.316
63 F 0.50406 -4.69650 0.37898  -0.320
64 C 2.31372 -3.20045 0.58750  0.723
65 O 3.30109 -3.27321 -0.10252  -0.601
66 O 1.66928 -2.14870 0.97080  -0.737

Cartesian forces, eV/Å:
Os -0.03 -0.01 0.06
C 0.00 0.01 0.00
S 0.04 0.00 0.01
C -0.09 0.02 -0.03
S 0.04 -0.03 -0.03
N 0.02 -0.03 0.02
N 0.00 0.00 -0.03
C 0.01 -0.01 0.01
C -0.02 0.02 0.01
C 0.01 0.00 0.00
C -0.01 0.00 0.01
C 0.00 0.01 0.00
C 0.01 -0.01 -0.03
N -0.02 0.01 0.03
H 0.00 0.00 0.00
H 0.00 0.00 0.00
H 0.00 0.00 0.00
H 0.01 0.00 -0.01
H 0.00 0.00 0.00
H 0.00 0.00 0.00
H 0.00 0.00 0.00
H 0.00 0.02 0.00
O 0.00 0.00 -0.01
S 0.02 0.00 0.02
O -0.01 0.02 -0.03
O 0.00 -0.01 0.00
C -0.01 0.00 0.02
C -0.01 0.00 0.00
C 0.01 0.00 -0.01
C -0.01 0.00 0.01
C 0.00 0.01 0.01
C 0.02 0.00 -0.02
P -0.04 0.00 -0.02
C 0.03 0.01 0.03
C -0.01 -0.01 -0.02
C 0.00 0.00 -0.01
C 0.01 0.01 0.01
C -0.01 -0.01 0.00
C 0.00 0.00 -0.01
C 0.02 0.01 -0.02
C 0.00 -0.02 0.01
C 0.00 0.00 0.00
C 0.00 0.00 0.00
C -0.01 0.00 0.00
C 0.00 0.01 0.01
H 0.00 0.00 0.00
H 0.00 0.00 0.00
H 0.00 0.00 0.00
H 0.00 0.00 0.00
H 0.00 0.00 0.00
H 0.00 0.00 0.00
H 0.00 0.00 0.00
H 0.00 0.00 0.00
H 0.00 0.00 0.00
H 0.00 0.00 0.00
H 0.00 0.00 0.00
H 0.00 0.00 0.00
H 0.00 0.00 0.00
H 0.00 0.00 0.00
F 0.01 -0.01 -0.02
C 0.00 0.00 0.02
F 0.00 0.01 0.01
F 0.03 0.01 0.02
C -0.09 0.01 -0.10
O 0.02 -0.04 0.07
O 0.04 0.02 0.02

Results
2S+1 ... 1
HOMO (alpha / beta) ... -11.81 / -11.81 eV
Net charge ... +1
HOMO-LUMO gap (alpha / beta) ... 0.237 / 0.237 Ha
ΔE to the lowest compared entry with this formula, charge and spin ... 0.0000 eV

DFT (ωB97M-V/def2-TZVPD) results for a structure of composition C28H22F3N6Ni.

Each line ends with the natural charge from an NBO analysis.
Geometry (Å):
1 Ni -0.05518 -0.04881 -1.52509  1.360
2 N 2.05750 0.01815 -2.02028  -0.867
3 C 2.49885 1.36994 -1.76918  0.116
4 C 3.78599 1.71338 -1.49258  -0.198
5 C 4.13786 3.06930 -1.28516  -0.188
6 C 3.19875 4.05153 -1.38526  -0.159
7 C 1.84904 3.71744 -1.65611  -0.104
8 C 0.81205 4.67527 -1.75291  -0.095
9 C -0.46874 4.26715 -1.97847  -0.260
10 C -0.73186 2.88740 -2.07570  0.099
11 N 0.20426 1.97263 -1.99831  -0.547
12 C 1.49870 2.36968 -1.81985  0.220
13 H 2.62231 -0.65255 -1.51153  0.410
14 H 2.14564 -0.18975 -3.01218  0.392
15 H 4.55015 0.94642 -1.44459  0.227
16 H 5.16579 3.32021 -1.06262  0.235
17 H 3.46695 5.09136 -1.24942  0.229
18 H 1.04823 5.72674 -1.64176  0.234
19 H -1.28417 4.97156 -2.05678  0.240
20 H -1.74536 2.52486 -2.20293  0.212
21 F 2.35882 0.92627 7.63182  -0.319
22 C 1.12548 0.52282 7.29128  0.974
23 F 0.90345 -0.65463 7.90561  -0.321
24 F 0.25374 1.40421 7.81898  -0.322
25 C 0.95293 0.40991 5.80219  -0.147
26 C 1.98629 0.72042 4.93491  -0.171
27 C 1.79213 0.61631 3.56602  -0.186
28 C 0.56434 0.20195 3.05126  -0.165
29 C -0.46783 -0.11233 3.94146  -0.139
30 C -0.27494 -0.00812 5.30523  -0.183
31 C 0.35966 0.10374 1.62739  -0.056
32 C 0.19777 0.04957 0.42313  -0.598
33 H 2.94045 1.04326 5.32651  0.235
34 H 2.59440 0.86098 2.88234  0.219
35 H -1.42352 -0.43423 3.54882  0.211
36 H -1.07831 -0.25116 5.98892  0.230
37 C -5.35285 -1.51253 -2.36196  -0.404
38 N -4.19651 -0.77514 -1.86131  -0.315
39 C -4.18361 0.09206 -0.79332  -0.073
40 C -2.89367 0.49014 -0.64485  -0.078
41 N -2.11671 -0.12301 -1.60328  -0.589
42 C -2.93403 -0.88763 -2.30092  0.201
43 H -6.22282 -0.86196 -2.33919  0.228
44 H -5.54033 -2.39580 -1.75632  0.222
45 H -5.16593 -1.80692 -3.39119  0.223
46 H -5.07777 0.33903 -0.24815  0.238
47 H -2.46004 1.13886 0.09776  0.247
48 H -2.66448 -1.51274 -3.13687  0.209
49 N 0.15569 -7.53693 -1.98573  -0.220
50 C 0.14812 -6.39094 -1.92435  0.238
51 C 0.12562 -4.94820 -1.85164  -0.092
52 C 0.04335 -4.30749 -0.62497  -0.197
53 C 0.01126 -2.92283 -0.60138  0.069
54 N 0.05853 -2.18890 -1.71650  -0.517
55 C 0.14534 -2.81672 -2.89558  0.029
56 C 0.18217 -4.19042 -3.01713  -0.198
57 H 0.00477 -4.87089 0.29642  0.254
58 H -0.04622 -2.36018 0.32331  0.255
59 H 0.18517 -2.19100 -3.78072  0.204
60 H 0.25329 -4.66078 -3.98729  0.251

Cartesian forces, eV/Å:
Ni 0.25 -0.22 0.09
N -0.08 0.20 -0.13
C -0.10 -0.06 -0.02
C 0.14 0.07 0.00
C 0.00 -0.11 -0.01
C -0.05 0.01 0.00
C 0.02 0.16 0.01
C 0.09 0.04 0.01
C -0.06 -0.09 -0.01
C -0.04 0.05 -0.01
N -0.04 0.01 -0.02
C -0.11 -0.13 0.02
H -0.06 -0.01 0.07
H 0.13 -0.04 0.02
H 0.00 0.02 0.01
H 0.00 -0.02 -0.01
H -0.01 -0.01 0.00
H 0.01 -0.02 0.00
H 0.01 0.00 0.00
H 0.01 0.03 0.00
F -0.04 -0.01 0.02
C 0.00 0.01 -0.04
F 0.01 0.03 -0.01
F 0.04 -0.03 0.01
C 0.00 -0.01 0.02
C 0.03 0.01 -0.04
C 0.02 0.01 -0.01
C -0.05 -0.03 -0.11
C -0.02 0.00 -0.04
C -0.04 -0.02 0.01
C 0.06 0.06 0.15
C -0.01 0.03 0.04
H 0.00 0.01 -0.01
H 0.00 0.00 0.02
H 0.01 0.00 0.01
H 0.00 0.00 0.00
C 0.09 0.15 -0.01
N -0.12 -0.15 0.09
C -0.04 -0.03 -0.13
C 0.09 0.01 0.04
N -0.02 -0.02 0.11
C -0.06 0.16 -0.11
H -0.02 -0.01 0.00
H 0.01 -0.01 0.03
H 0.00 -0.03 0.00
H 0.01 -0.01 -0.01
H 0.02 -0.01 -0.02
H 0.02 -0.01 0.02
N 0.01 0.03 0.00
C -0.01 0.17 0.01
C 0.01 -0.28 -0.04
C -0.01 0.05 0.07
C 0.00 0.01 -0.03
N -0.06 -0.01 -0.10
C 0.00 0.02 0.05
C 0.00 0.02 -0.01
H 0.00 0.00 -0.01
H -0.01 -0.03 0.01
H 0.00 0.01 0.01
H 0.00 0.00 0.01

Results
2S+1 ... 3
HOMO (alpha / beta) ... -10.57 / -10.50 eV
Net charge ... +1
HOMO-LUMO gap (alpha / beta) ... 0.270 / 0.267 Ha
ΔE to the lowest compared entry with this formula, charge and spin ... 0.0441 eV
Expectation value of S² ... 2.006

DFT (ωB97M-V/def2-TZVPD) results for a structure of composition C28H22MnN2O2P.

Each line ends with the natural charge from an NBO analysis.
Geometry (Å):
1 Mn -0.19613 1.00569 0.63819  1.486
2 O -3.75715 2.44973 -0.24557  -0.491
3 C -2.85603 1.76554 -0.61021  0.789
4 O -1.68040 1.79459 0.08103  -0.794
5 C -2.91632 0.86917 -1.80036  -0.149
6 C -4.00789 1.04857 -2.63924  -0.141
7 C -4.13980 0.29230 -3.79217  -0.152
8 C -3.18181 -0.65905 -4.11740  -0.184
9 C -2.09498 -0.85842 -3.28174  -0.122
10 C -1.95883 -0.09908 -2.12130  -0.396
11 P -0.48922 -0.44091 -1.14028  1.056
12 C -0.44627 -2.18335 -0.75058  -0.436
13 C -1.64828 -2.88715 -0.66743  -0.181
14 C -1.63417 -4.21866 -0.28050  -0.170
15 C -0.43443 -4.84097 0.03577  -0.150
16 C 0.76315 -4.13785 -0.02600  -0.210
17 C 0.76190 -2.80659 -0.41012  -0.167
18 C 0.97430 0.04314 -2.08064  -0.327
19 C 1.38216 1.37463 -1.98477  -0.242
20 C 2.46629 1.83491 -2.71384  -0.186
21 C 3.13977 0.96248 -3.56025  -0.156
22 C 2.72680 -0.35814 -3.67887  -0.167
23 C 1.64625 -0.82421 -2.94115  -0.217
24 H -4.74410 1.79574 -2.37578  0.263
25 H -4.98963 0.44847 -4.44278  0.248
26 H -3.28023 -1.24773 -5.01990  0.245
27 H -1.35610 -1.61094 -3.53527  0.218
28 H -2.58556 -2.40644 -0.91763  0.240
29 H -2.56261 -4.77166 -0.22725  0.246
30 H -0.43042 -5.88235 0.33164  0.247
31 H 1.69611 -4.63158 0.21348  0.242
32 H 1.70091 -2.26950 -0.48564  0.207
33 H 0.82756 2.09517 -1.39957  0.195
34 H 2.77376 2.86954 -2.63994  0.245
35 H 3.98193 1.31966 -4.13935  0.248
36 H 3.24369 -1.02961 -4.35267  0.246
37 H 1.32631 -1.85335 -3.04754  0.235
38 N 1.54073 0.07021 1.36519  -0.882
39 C 1.85065 0.58102 2.71640  0.066
40 C 2.97517 0.24028 3.40331  -0.168
41 C 3.18501 0.75643 4.70226  -0.183
42 C 2.26371 1.58607 5.27670  -0.125
43 C 1.09318 1.95316 4.57053  -0.106
44 C 0.09080 2.81333 5.08419  -0.051
45 C -1.00329 3.12706 4.32514  -0.252
46 C -1.11138 2.59768 3.03460  0.134
47 N -0.19401 1.78482 2.52882  -0.634
48 C 0.90225 1.44811 3.28056  0.221
49 H 2.36118 0.14377 0.76696  0.431
50 H 1.34121 -0.92986 1.42176  0.427
51 H 3.70928 -0.42785 2.96477  0.241
52 H 4.08207 0.48312 5.24098  0.254
53 H 2.42071 1.97717 6.27511  0.247
54 H 0.20341 3.22257 6.08197  0.252
55 H -1.78107 3.78155 4.69303  0.263
56 H -1.95013 2.83955 2.39334  0.248

Cartesian forces, eV/Å:
Mn -0.10 0.06 0.54
O -0.16 0.15 0.00
C 0.30 -0.20 0.23
O -0.07 0.18 -0.02
C 0.11 -0.01 0.00
C -0.08 0.00 -0.07
C 0.02 -0.05 -0.05
C -0.04 0.01 -0.02
C -0.03 -0.02 -0.03
C 0.09 -0.01 0.06
P 0.10 -0.10 -0.82
C 0.04 0.00 0.21
C 0.02 -0.07 -0.01
C -0.01 -0.02 0.02
C -0.04 -0.05 0.02
C 0.04 0.07 -0.01
C -0.06 -0.05 -0.02
C -0.08 -0.13 -0.11
C 0.21 -0.06 -0.15
C 0.04 -0.04 -0.05
C 0.02 0.02 -0.01
C -0.03 -0.05 0.02
C 0.04 0.00 -0.01
H 0.01 -0.01 0.00
H 0.00 0.00 0.01
H 0.00 0.01 0.02
H -0.03 0.02 0.01
H 0.01 -0.02 0.00
H 0.02 0.01 -0.01
H 0.00 0.03 -0.01
H -0.02 0.02 -0.01
H 0.02 -0.02 -0.06
H -0.21 0.21 0.22
H -0.02 -0.01 0.00
H -0.03 -0.02 0.02
H -0.02 0.02 0.02
H 0.02 -0.01 0.03
N -0.15 0.07 0.30
C -0.01 -0.13 -0.27
C 0.14 -0.08 0.06
C 0.00 -0.01 -0.01
C 0.02 0.03 0.05
C -0.02 0.11 0.22
C 0.08 -0.01 0.07
C -0.03 0.04 0.04
C 0.12 -0.09 -0.06
N -0.02 0.14 0.04
C -0.20 0.04 -0.20
H 0.00 0.12 -0.12
H 0.02 -0.07 0.03
H -0.03 0.04 0.03
H -0.02 0.00 -0.03
H -0.01 -0.02 -0.05
H 0.00 -0.03 -0.04
H 0.03 -0.02 0.00
H 0.00 -0.02 -0.04

Results
2S+1 ... 5
HOMO (alpha / beta) ... -15.07 / -15.05 eV
Net charge ... +2
HOMO-LUMO gap (alpha / beta) ... 0.271 / 0.291 Ha
Expectation value of S² ... 6.120

DFT (ωB97M-V/def2-TZVPD) results for a structure of composition C28H22N10O3Ti.

Each line ends with the natural charge from an NBO analysis.
Geometry (Å):
1 Ti -0.87746 1.18856 0.48579  1.588
2 N -2.53715 2.82258 0.25968  -0.852
3 C -2.83481 3.41973 1.58324  -0.306
4 C -1.50916 3.52912 2.32995  0.651
5 O -1.25913 4.49795 3.01762  -0.588
6 N -0.69647 2.46960 2.08446  -0.775
7 C 0.72470 2.71953 2.23124  -0.351
8 C 1.37597 2.46538 0.85867  0.762
9 O 2.54600 2.18460 0.73413  -0.604
10 O 0.50174 2.47987 -0.13671  -0.803
11 H -1.98446 3.49516 -0.27173  0.412
12 H -3.39634 2.68291 -0.26230  0.381
13 H -3.52659 2.77734 2.13181  0.205
14 H -3.27864 4.41084 1.50821  0.233
15 H 1.20730 2.06155 2.95853  0.209
16 H 0.92234 3.74684 2.54654  0.265
17 C 0.04849 -0.85543 4.40251  0.016
18 C -0.63410 -0.23052 3.36873  0.046
19 N -0.15186 -0.23618 2.13029  -0.466
20 C 1.01363 -0.86083 1.91599  0.204
21 C 1.70632 -1.43791 2.97526  0.019
22 N 1.22180 -1.44364 4.20769  -0.321
23 C 1.47725 -0.86022 0.51753  0.195
24 C 2.63690 -1.48408 0.09211  -0.224
25 C 2.98475 -1.42176 -1.25173  0.152
26 C 2.12579 -0.75082 -2.11890  -0.170
27 C 0.98197 -0.15265 -1.62315  0.197
28 N 0.66164 -0.21860 -0.32503  -0.500
29 C -0.00430 0.53670 -2.47799  0.158
30 C 0.17338 0.74815 -3.84241  0.040
31 N -0.76098 1.29829 -4.60257  -0.321
32 C -1.89516 1.64276 -4.00998  0.019
33 C -2.07743 1.47019 -2.64519  0.027
34 N -1.13568 0.93431 -1.87808  -0.433
35 C 4.22260 -2.05400 -1.75058  -0.078
36 C 4.62150 -3.30639 -1.29659  -0.245
37 C 5.78796 -3.85741 -1.80568  0.053
38 N 6.55898 -3.24500 -2.69711  -0.381
39 C 6.17987 -2.04407 -3.11878  0.055
40 C 5.02360 -1.41021 -2.68669  -0.241
41 H -0.35632 -0.86294 5.40616  0.226
42 H -1.55579 0.30803 3.54165  0.230
43 H 2.67472 -1.89917 2.83526  0.215
44 H 3.28612 -1.98819 0.79198  0.239
45 H 2.35526 -0.72319 -3.17332  0.229
46 H 1.09359 0.47584 -4.34117  0.214
47 H -2.67472 2.07296 -4.62546  0.224
48 H -3.00324 1.76712 -2.17072  0.200
49 H 4.02800 -3.86290 -0.58274  0.220
50 H 6.11703 -4.83655 -1.47803  0.207
51 H 6.82997 -1.56071 -3.83836  0.208
52 H 4.78079 -0.42032 -3.05032  0.226
53 N -7.30161 -0.18744 1.58498  -0.218
54 C -6.25626 -0.54604 1.27585  0.234
55 C -4.94713 -0.97229 0.87553  -0.174
56 C -4.69503 -2.27747 0.46467  -0.093
57 C -3.40471 -2.60828 0.09122  -0.219
58 C -2.42244 -1.63544 0.14027  0.069
59 N -2.65999 -0.37734 0.53089  -0.492
60 C -3.90039 -0.05757 0.89419  0.093
61 H -5.49328 -3.00644 0.44242  0.254
62 H -3.15764 -3.60840 -0.23393  0.248
63 H -1.40186 -1.86188 -0.14380  0.219
64 H -4.07982 0.95640 1.22401  0.214

Cartesian forces, eV/Å:
Ti -0.63 0.52 -0.18
N 0.11 -0.22 0.01
C 0.06 0.09 0.03
C -0.12 -0.02 0.14
O 0.00 0.00 -0.04
N 0.01 -0.22 -0.40
C 0.13 0.01 0.09
C 0.20 -0.03 0.04
O -0.01 0.04 0.01
O -0.15 -0.35 0.05
H -0.02 0.01 0.01
H 0.01 -0.02 0.00
H 0.01 0.00 -0.01
H 0.00 -0.01 0.00
H 0.00 0.02 0.00
H -0.03 -0.01 0.00
C -0.03 0.00 -0.03
C 0.00 0.00 0.01
N 0.18 0.06 -0.06
C -0.05 0.05 0.19
C -0.07 -0.03 -0.03
N 0.00 0.00 0.06
C 0.01 -0.06 -0.16
C 0.01 0.07 -0.03
C -0.07 0.02 0.04
C 0.01 0.08 0.02
C 0.09 -0.13 0.09
N 0.06 -0.14 0.02
C -0.20 0.10 -0.09
C 0.04 -0.05 0.05
N -0.05 0.03 -0.03
C 0.00 -0.02 0.04
C -0.02 0.01 0.01
N 0.20 0.09 0.17
C 0.08 -0.05 -0.03
C 0.00 0.02 -0.02
C -0.02 0.00 0.05
N 0.05 -0.03 -0.02
C -0.04 0.03 -0.02
C 0.00 -0.02 0.01
H 0.01 0.00 0.01
H 0.01 0.00 -0.01
H 0.00 -0.01 -0.02
H 0.01 0.01 0.01
H 0.00 0.02 -0.01
H 0.01 -0.01 0.02
H 0.00 0.01 0.00
H 0.01 0.00 -0.01
H -0.01 0.00 0.00
H -0.01 -0.01 -0.01
H 0.00 0.01 0.00
H -0.01 0.01 0.00
N -0.01 0.01 0.02
C -0.08 0.01 -0.01
C 0.10 -0.03 -0.02
C -0.01 0.04 0.01
C 0.03 0.01 0.00
C -0.01 -0.03 -0.02
N 0.22 0.20 0.04
C -0.02 -0.08 0.00
H -0.01 0.00 0.00
H 0.00 0.00 0.00
H -0.01 -0.01 0.00
H 0.00 0.00 0.00

Results
2S+1 ... 2
HOMO (alpha / beta) ... -11.21 / -11.48 eV
Net charge ... +1
HOMO-LUMO gap (alpha / beta) ... 0.253 / 0.263 Ha
ΔE to the lowest compared entry with this formula, charge and spin ... 0.3168 eV
Expectation value of S² ... 0.753